Record 1
Below is a molecular structure, C17H22GaO2S7Te, with properties calculated with ωB97M-V/def2-TZVPD.

Calculated values
**LUMO energy**: 2.21 eV
**HOMO energy**: -4.370 eV
**Net charge**: -1
**Energy above the lowest of the compared OMol25 structures with the same formula, charge and spin**: 0.000 eV
**Total energy**: -5791.747543 Eh
**Frontier orbital gap**: 6.6 eV

```
50
Properties=species:S:1:pos:R:3:forces:R:3:mulliken_charge:R:1
Ga 0.692 0.979 0.163 0.45 0.30 -0.09 0.28
C 2.057 0.494 4.404 0.00 0.00 -0.08 -1.71
C 1.924 0.477 2.892 -0.02 -0.07 0.08 0.36
S 0.241 0.619 2.352 -0.11 -0.08 -0.11 -0.13
C 2.981 0.348 2.077 0.07 -0.05 0.00 0.71
C 4.395 0.223 2.584 -0.06 0.01 -0.04 -1.54
S 2.868 0.299 0.311 -0.08 0.02 0.12 -0.34
H 1.074 0.522 4.870 0.01 -0.01 0.00 0.40
H 2.609 1.373 4.745 -0.01 0.00 0.01 0.33
H 2.578 -0.392 4.773 0.00 0.00 0.01 0.33
H 4.455 0.250 3.671 -0.01 -0.01 -0.01 0.40
H 5.006 1.036 2.185 0.01 -0.01 0.01 0.29
H 4.841 -0.712 2.234 0.01 0.00 0.01 0.28
O -0.313 4.370 -5.512 0.00 0.00 0.01 -0.61
C -0.203 3.762 -4.476 -0.02 0.00 -0.01 0.59
S -0.051 4.525 -2.892 0.01 0.00 0.00 -0.19
C 0.066 3.050 -1.948 -0.03 0.08 0.04 0.03
C 0.011 1.894 -2.626 -0.04 -0.06 -0.06 0.17
S 0.103 0.279 -1.952 -0.07 -0.08 0.15 -0.26
S -0.174 2.000 -4.368 0.00 0.00 0.02 -0.18
S 0.214 3.212 -0.212 -0.01 -0.10 -0.03 -0.33
C -3.755 2.098 -0.604 -0.01 -0.01 -0.01 -0.90
Te -3.044 0.187 0.039 -0.13 0.08 -0.14 0.55
C -5.008 -0.517 0.522 0.02 0.02 0.08 -1.05
H -4.364 1.998 -1.500 0.01 0.01 0.01 0.33
H -2.876 2.704 -0.824 -0.01 -0.01 0.00 0.10
H -4.326 2.574 0.191 0.02 0.01 0.00 0.31
H -5.460 0.091 1.304 0.00 -0.01 0.00 0.30
H -4.910 -1.543 0.873 0.00 0.02 0.00 0.27
H -5.626 -0.499 -0.373 -0.01 -0.01 0.01 0.29
C -0.418 -8.636 -1.151 0.00 0.06 -0.03 -1.40
C -0.319 -7.158 -0.876 0.02 -0.02 0.00 1.00
C -1.347 -6.475 -0.237 -0.01 0.03 -0.01 -0.61
C -1.247 -5.116 0.033 -0.05 -0.06 -0.01 -0.61
C -0.105 -4.436 -0.339 0.12 0.00 0.13 -0.14
C 0.923 -5.087 -1.010 -0.02 0.00 -0.01 -0.51
C 0.813 -6.442 -1.268 -0.02 0.00 0.00 -0.63
S 0.059 -2.702 0.109 -0.10 0.22 -0.18 0.81
C 1.146 -2.978 1.515 -0.09 0.00 0.02 -0.56
O -1.261 -2.281 0.654 0.07 -0.31 0.08 -0.61
H -1.245 -9.084 -0.602 0.00 0.00 0.00 0.35
H 0.501 -9.147 -0.862 -0.01 -0.01 0.00 0.35
H -0.578 -8.826 -2.214 -0.01 -0.01 0.00 0.29
H -2.239 -7.015 0.060 0.01 0.00 0.01 0.29
H -2.039 -4.572 0.534 0.02 0.01 0.00 0.46
H 1.802 -4.535 -1.325 0.00 -0.01 0.01 0.45
H 1.617 -6.958 -1.780 0.00 0.01 0.00 0.35
H 0.660 -3.688 2.183 0.04 0.01 0.04 0.41
H 1.281 -2.008 1.994 0.03 0.00 -0.03 -0.15
H 2.099 -3.357 1.145 0.00 0.01 0.02 0.40
```
Forces are in eV/Å.

=====

Record 2
Below is C17H22N2O6S in the gas phase, with properties calculated with ωB97M-V/def2-TZVPD.

Calculated values
**LUMO energy**: 0.52 eV
**HOMO energy**: -9.185 eV
**Energy above the lowest of the compared OMol25 structures with the same formula, charge and spin**: 0.673 eV
**SMILES**: CC(C)COC(=O)n1c(=O)oc2ccc(S(=O)(=O)N3CCCCC3)cc21
**Total energy**: -1620.186220 Eh
**Frontier orbital gap**: 9.7 eV

```
48
Properties=species:S:1:pos:R:3:forces:R:3:mulliken_charge:R:1
C -5.543 1.291 1.524 -0.06 0.16 -0.23 -1.46
C -5.985 1.299 0.062 0.35 -0.27 -0.10 0.68
C -6.749 0.023 -0.280 0.04 0.25 0.03 -1.29
C -4.775 1.451 -0.867 -0.50 0.72 0.07 -0.91
O -3.882 0.348 -0.694 -0.05 -0.30 -0.07 -0.32
C -2.734 0.571 -0.098 0.14 -0.26 0.04 0.52
O -2.246 1.626 0.190 0.18 0.18 0.08 -0.55
N -2.071 -0.647 0.161 -0.08 -0.07 -0.03 0.22
C -2.641 -1.931 0.147 -0.97 0.48 -0.29 0.25
O -3.769 -2.226 -0.090 0.13 -0.34 0.07 -0.50
O -1.673 -2.821 0.484 0.24 -0.49 0.09 -0.45
C -0.518 -2.139 0.731 0.41 0.98 0.03 0.61
C 0.709 -2.645 1.110 -0.33 0.04 -0.08 -1.48
C 1.727 -1.722 1.304 -0.01 -0.06 0.05 -0.26
C 1.503 -0.368 1.121 0.47 0.34 0.04 -0.31
S 2.896 0.734 1.395 -0.15 -0.44 -0.23 1.40
O 2.476 2.085 1.160 -0.16 -0.04 -0.22 -0.72
O 3.494 0.409 2.654 0.16 -0.21 0.01 -0.77
N 3.916 0.182 0.189 -0.54 0.19 0.72 0.23
C 3.537 0.638 -1.130 -0.30 -0.01 -0.58 -0.58
C 4.254 -0.207 -2.180 0.06 0.23 0.11 -0.72
C 5.764 -0.125 -1.971 -0.09 -0.29 0.03 -0.72
C 6.108 -0.548 -0.544 -0.09 0.31 -0.06 -0.62
C 5.336 0.318 0.447 0.51 -0.14 0.43 -0.73
C 0.276 0.150 0.742 -0.19 0.12 -0.03 -0.31
C -0.738 -0.768 0.548 0.55 -0.37 0.24 0.52
H -4.926 2.159 1.749 0.07 0.07 0.10 0.40
H -6.411 1.305 2.178 -0.05 -0.04 0.10 0.46
H -4.972 0.390 1.740 0.06 -0.11 0.08 0.22
H -6.626 2.170 -0.112 0.08 0.00 -0.05 0.30
H -7.584 -0.111 0.403 -0.11 -0.07 0.05 0.40
H -7.138 0.069 -1.295 -0.08 -0.06 -0.13 0.37
H -6.089 -0.838 -0.202 0.03 -0.13 0.02 0.21
H -4.235 2.382 -0.663 -0.09 -0.15 -0.10 0.49
H -5.089 1.425 -1.913 0.09 -0.01 0.09 0.36
H 0.856 -3.703 1.250 0.04 -0.13 0.03 0.46
H 2.711 -2.036 1.610 0.11 -0.17 0.02 0.49
H 2.453 0.531 -1.214 0.02 0.07 -0.18 0.39
H 3.788 1.700 -1.258 -0.06 -0.04 0.00 0.27
H 3.929 -1.244 -2.080 -0.06 -0.05 -0.05 0.29
H 3.985 0.147 -3.176 -0.06 -0.03 -0.01 0.35
H 6.278 -0.767 -2.689 0.04 0.07 -0.04 0.33
H 6.098 0.902 -2.136 0.06 0.05 -0.05 0.33
H 5.831 -1.592 -0.397 0.03 -0.07 0.05 0.29
H 7.178 -0.443 -0.361 0.01 -0.04 0.05 0.34
H 5.503 0.000 1.477 0.17 0.07 -0.08 0.43
H 5.650 1.368 0.349 0.03 -0.04 0.02 0.33
H 0.136 1.211 0.624 -0.06 0.08 -0.04 0.72
```
Forces are in eV/Å.

=====

Record 3
Below is a molecular structure, C17H22N2Pb, with properties calculated with ωB97M-V/def2-TZVPD.

Calculated values
**LUMO energy (spin up / spin down)**: 5.10 / 5.10 eV
**HOMO energy (spin up / spin down)**: 1.498 / 1.494 eV
**Net charge**: -2
**Energy above the lowest of the compared OMol25 structures with the same formula, charge and spin**: 0.000 eV
**Total energy**: -963.086573 Eh
**Frontier orbital gap (spin up / spin down)**: 3.6 / 3.6 eV

```
42
Properties=species:S:1:pos:R:3:forces:R:3:mulliken_charge:R:1
C 0.195 2.787 -0.564 0.75 0.48 0.21 -0.50
C 0.695 2.011 -1.635 0.29 0.12 0.30 -0.45
C 1.906 1.402 -1.224 -0.06 0.37 0.19 -0.52
C 2.173 1.795 0.118 -0.30 0.61 -0.27 -0.73
C 1.107 2.681 0.531 0.38 0.28 -1.06 -0.71
Pb 0.240 0.219 1.176 -0.66 -0.80 0.17 0.50
C -1.184 -1.627 -1.773 -0.21 -0.19 0.21 -1.35
C -2.073 -0.983 -0.913 0.04 0.31 -1.62 1.00
C -2.930 0.062 -1.254 -0.25 -0.16 0.04 -1.26
N -2.009 -1.336 0.430 0.05 -0.85 1.80 -0.45
H 2.571 0.809 -1.854 -0.33 0.01 0.30 0.50
H 0.258 1.941 -2.632 0.00 -0.16 0.42 0.34
H 3.077 1.574 0.687 -0.29 -0.03 -0.13 0.50
H 1.080 3.251 1.459 -0.11 -0.29 -0.17 0.46
H -0.696 3.416 -0.590 0.17 -0.38 0.08 0.34
H -1.165 -1.343 -2.822 0.10 -0.10 0.16 0.26
H -2.843 -1.157 0.984 0.25 -0.02 -0.35 0.15
H -0.612 -2.489 -1.432 0.01 0.26 -0.11 0.24
H -2.925 0.407 -2.287 -0.17 0.08 0.30 0.22
H -3.601 0.503 -0.517 0.20 0.08 -0.17 0.19
C 0.621 -3.709 4.114 0.06 1.22 0.34 -0.84
N 1.106 -2.339 4.285 -1.57 -3.04 4.51 0.17
C 0.987 -1.760 5.629 0.53 -0.87 -1.29 -1.06
C 1.612 -1.618 3.305 1.05 3.10 -3.45 -0.92
C 2.049 -2.163 2.036 0.21 -0.10 0.67 0.36
C 2.874 -3.317 1.963 -0.04 -0.46 -0.29 -0.60
C 3.317 -3.777 0.724 -0.27 0.14 0.20 -0.39
C 2.941 -3.120 -0.453 -0.04 0.09 -0.24 -0.78
C 2.098 -1.989 -0.388 0.83 -0.61 -0.08 -0.52
C 1.661 -1.529 0.833 0.18 0.63 -0.01 -0.26
H 0.327 -4.053 5.109 -0.01 -0.21 -0.21 0.36
H 1.394 -4.373 3.712 -0.18 -0.07 -0.01 0.29
H -0.259 -3.748 3.451 0.06 -0.02 -0.15 0.14
H 1.969 -1.720 6.125 0.00 0.16 0.17 0.29
H 0.590 -0.738 5.573 -0.11 0.07 -0.08 0.32
H 0.318 -2.395 6.214 0.01 0.24 0.09 0.30
H -1.601 -2.246 0.645 -0.27 0.34 -0.33 0.21
H 1.727 -0.539 3.520 -0.16 -0.44 -0.30 0.46
H 3.180 -3.825 2.884 0.05 0.16 -0.31 0.44
H 3.967 -4.653 0.681 -0.06 0.10 -0.04 0.32
H 3.296 -3.478 -1.422 -0.07 0.00 0.20 0.31
H 1.801 -1.500 -1.319 -0.07 -0.05 0.31 0.66
```
Forces are in eV/Å.